Record 1
98
Properties=species:S:1:pos:R:3:lowdin_charge:R:1 method="wB97M-V/def2-TZVPD" homo_energy_ev=-9.50 de_lowest_kj_mol=700.81 smiles="CCOC(C)=O.CCOC(C)=O.CC(C)=O.CC(C)=O.CC(C)=O.CC(C)=O.CC(C)=O.CC(C)=O.CC(C)=O" energy_ev=-53518.1067 multiplicity=1 molar_mass_g_mol=582.77 homo_lumo_gap_ev=9.28 total_charge=0
O -52.581 -33.263 5.579 0.0206
C -52.819 -33.014 4.329 -0.4414
O -52.236 -33.670 3.288 -0.0542
C -51.100 -34.555 3.475 -0.1845
C -50.460 -34.790 2.073 -0.0654
C -53.875 -32.009 3.807 0.0093
H -51.318 -35.487 4.041 0.1299
H -50.263 -34.174 4.123 0.1240
H -50.243 -34.069 1.389 -0.0143
H -51.219 -35.112 1.351 0.0545
H -49.781 -35.748 1.955 0.1311
H -54.927 -31.883 4.602 0.1901
H -54.461 -32.352 2.996 0.0304
H -53.170 -31.239 3.515 0.0580
O -51.602 -33.902 -1.633 0.0345
C -51.465 -34.259 -2.787 -0.6709
O -52.017 -33.840 -3.768 0.0680
C -53.038 -32.752 -3.693 -0.1051
C -52.853 -31.873 -4.916 -0.0701
C -50.415 -35.390 -2.917 0.0504
H -52.673 -32.046 -2.818 0.1310
H -54.020 -33.205 -3.432 0.1392
H -51.913 -31.362 -5.200 0.0986
H -53.637 -31.196 -4.913 0.0562
H -52.897 -32.391 -5.830 0.0591
H -50.814 -36.107 -3.728 0.1244
H -50.200 -35.729 -1.985 0.0397
H -49.458 -34.982 -3.214 0.0630
C -49.242 -30.515 4.008 -0.0135
C -48.565 -30.143 5.357 -0.2945
O -49.242 -29.388 6.239 -0.0429
C -47.187 -30.653 5.660 -0.0210
H -50.331 -30.454 3.912 0.0820
H -49.052 -31.465 3.767 0.0298
H -48.938 -29.901 3.279 0.0130
H -46.793 -31.551 5.448 0.0438
H -46.719 -30.194 6.705 0.1690
H -46.584 -30.370 4.945 0.0049
C -50.102 -26.808 1.761 -0.0460
C -50.222 -26.272 3.086 -0.3885
O -49.509 -25.188 3.417 -0.0305
C -51.227 -26.940 3.998 -0.0012
H -49.756 -27.950 1.849 0.1140
H -49.392 -26.352 0.986 0.1227
H -50.803 -26.798 1.207 -0.0400
H -51.011 -26.448 4.988 0.1112
H -51.020 -28.091 4.016 0.1061
H -52.170 -26.868 3.627 0.0283
C -57.668 -27.272 3.094 -0.0080
C -56.628 -27.187 1.903 -0.4333
O -56.999 -26.724 0.786 0.0072
C -55.232 -27.663 2.185 -0.0461
H -57.575 -28.194 3.394 -0.0094
H -58.702 -27.475 2.754 0.1021
H -57.315 -26.577 3.856 0.0929
H -54.610 -27.784 1.225 0.1001
H -55.180 -28.694 2.756 0.1172
H -54.898 -26.883 2.877 0.0786
C -54.462 -35.681 1.374 0.0291
C -55.633 -35.427 0.441 -0.3513
O -56.872 -35.759 0.507 0.0149
C -55.280 -34.507 -0.747 0.0130
H -53.829 -34.897 1.697 0.0692
H -53.915 -36.222 0.992 -0.0631
H -55.094 -36.162 2.225 0.1460
H -56.073 -34.492 -1.277 0.0111
H -54.413 -35.073 -1.218 0.1206
H -54.868 -33.695 -0.432 0.0113
C -47.033 -28.494 0.137 -0.0474
C -46.043 -29.489 0.861 -0.3687
O -46.188 -30.034 2.085 -0.0559
C -44.686 -29.699 0.163 -0.0389
H -46.594 -27.487 -0.052 0.0827
H -47.820 -28.411 1.059 0.0945
H -47.498 -28.752 -0.898 0.0998
H -44.775 -29.585 -0.951 0.0933
H -44.157 -30.514 0.485 0.0317
H -44.063 -28.883 0.737 0.1379
C -50.232 -31.005 0.552 -0.0054
C -51.579 -30.309 0.734 -0.3894
O -51.909 -29.476 1.678 -0.0248
C -52.614 -30.780 -0.242 -0.0095
H -50.221 -32.024 0.168 0.0555
H -49.679 -30.983 1.491 0.0549
H -49.541 -30.208 0.164 0.0962
H -52.576 -31.814 -0.468 0.0549
H -52.277 -30.204 -1.109 0.1020
H -53.413 -30.164 0.023 0.0625
C -47.907 -32.370 -2.772 -0.0517
C -47.381 -33.371 -1.950 -0.3229
O -46.738 -34.503 -2.436 -0.0622
C -47.471 -33.208 -0.371 0.0190
H -49.030 -32.259 -2.788 0.1235
H -47.852 -32.428 -3.857 0.1065
H -47.481 -31.519 -2.582 0.0247
H -48.536 -33.421 0.174 0.1108
H -47.252 -32.303 -0.144 -0.0285
H -46.911 -34.054 0.102 0.0999

***

Record 2
112
Properties=species:S:1:pos:R:3:lowdin_charge:R:1 method="wB97M-V/def2-TZVPD" homo_energy_ev="-10.89 / -10.89" energy_ev=-161172.0981 multiplicity=2 molar_mass_g_mol=937.44 homo_lumo_gap_ev="7.88 / 2.35" total_charge=+1
C 8.817 -13.236 12.668 -0.1245
C 9.121 -11.773 12.312 -0.1156
O 10.065 -11.730 11.227 0.0668
C 9.805 -12.924 10.565 -0.4231
O 10.220 -13.123 9.443 0.1196
O 9.015 -13.823 11.400 -0.0298
H 7.792 -13.529 12.898 0.1285
H 9.530 -13.815 13.254 0.1337
H 9.623 -11.427 13.215 0.1315
H 8.218 -11.209 12.077 0.1384
C 11.957 -20.192 6.263 -0.0853
C 11.297 -19.039 5.646 -0.2395
O 12.225 -18.097 5.584 0.0810
C 13.391 -18.621 5.902 -0.6217
O 14.451 -17.934 5.932 0.0905
O 13.360 -19.848 6.073 0.1655
H 11.808 -21.192 5.857 0.1492
H 11.704 -20.335 7.314 0.0591
H 10.475 -18.808 6.322 0.0925
H 10.752 -19.284 4.734 0.1323
C 9.191 -15.892 7.364 0.0121
C 8.101 -16.615 8.138 -0.5864
O 7.448 -17.499 7.696 0.0514
N 7.934 -16.294 9.429 0.0210
C 7.035 -16.847 10.409 -0.0764
H 9.063 -15.891 6.282 0.0522
H 10.123 -16.449 7.456 0.0300
H 9.371 -14.837 7.568 0.0770
H 8.747 -15.814 9.788 0.1176
H 7.543 -17.479 11.137 0.0620
H 6.214 -17.360 9.908 0.0428
H 6.649 -15.920 10.834 0.0798
C 11.512 -15.358 3.719 0.0958
C 10.206 -14.546 3.615 -0.4255
O 9.697 -14.162 4.632 0.3652
N 9.599 -14.418 2.465 0.0719
C 8.356 -13.787 2.178 -0.0132
H 11.762 -15.954 2.842 0.1177
H 11.519 -15.991 4.607 0.0837
H 12.270 -14.576 3.748 0.1160
H 9.970 -14.848 1.630 0.1721
H 8.036 -13.101 2.962 0.1069
H 7.640 -14.607 2.127 0.1068
H 8.411 -13.060 1.367 0.1161
C 6.502 -20.713 7.292 -0.0003
C 6.323 -22.223 6.883 -0.5130
O 5.452 -22.564 6.103 0.0560
N 7.204 -22.990 7.537 -0.0288
C 7.330 -24.346 7.255 -0.1040
H 6.657 -19.931 6.548 0.0219
H 7.328 -20.621 7.998 0.0064
H 5.628 -20.290 7.788 0.0577
H 7.650 -22.672 8.386 0.0278
H 6.920 -24.664 6.296 0.0915
H 6.766 -24.951 7.964 0.0947
H 8.366 -24.645 7.098 0.0869
C 3.689 -18.236 7.399 -0.0028
C 3.630 -16.796 7.357 -0.6213
O 2.605 -16.358 6.983 0.0902
N 4.648 -16.094 7.963 0.0272
C 4.658 -14.637 8.006 -0.0673
H 2.683 -18.489 7.735 0.1027
H 4.404 -18.510 8.175 0.0631
H 3.847 -18.703 6.427 0.0903
H 5.516 -16.569 8.166 0.0645
H 4.271 -14.147 8.900 0.0782
H 4.242 -14.300 7.057 0.0837
H 5.680 -14.295 7.841 0.0686
C 3.116 -15.978 11.697 0.0150
C 3.859 -15.020 12.711 -0.5083
O 5.072 -14.764 12.535 -0.0363
N 3.268 -14.510 13.770 0.0237
C 3.999 -13.573 14.653 -0.0580
H 3.725 -16.772 11.266 0.0206
H 2.867 -15.471 10.764 0.0692
H 2.219 -16.402 12.149 0.0725
H 2.305 -14.708 13.998 0.1431
H 4.865 -13.000 14.321 0.0716
H 4.422 -14.136 15.485 0.0865
H 3.355 -12.717 14.851 0.0846
Cl 10.891 -18.734 8.929 0.6626
C 10.316 -19.095 10.624 -0.5464
C 10.240 -20.604 10.814 -0.5442
Cl 9.360 -21.515 9.452 0.5866
H 9.338 -18.645 10.797 0.0459
H 10.924 -18.619 11.393 0.0894
H 9.682 -20.781 11.733 0.0729
H 11.275 -20.935 10.902 0.0780
Cl 6.159 -18.886 4.011 0.5985
C 7.932 -18.662 4.229 -0.6402
C 8.506 -17.616 3.286 -0.6077
Cl 8.350 -17.985 1.468 0.5066
H 8.359 -19.651 4.064 0.0692
H 8.109 -18.509 5.293 0.0443
H 9.575 -17.434 3.392 0.0320
H 8.011 -16.666 3.489 0.0496
Cl 15.164 -15.275 10.149 0.5098
C 14.059 -16.223 9.077 -0.5907
C 12.822 -15.392 8.353 -0.6396
Cl 13.335 -14.139 7.226 0.5578
H 13.610 -16.963 9.740 0.0373
H 14.671 -16.716 8.322 0.0459
H 12.135 -14.974 9.089 0.0454
H 12.287 -16.166 7.804 0.0077
Cl 5.072 -19.132 11.785 0.6304
C 5.956 -20.023 13.003 -0.6542
C 5.211 -19.885 14.351 -0.6349
Cl 3.673 -20.828 14.347 0.5308
H 6.985 -19.677 13.095 0.0664
H 5.890 -21.047 12.636 0.0587
H 4.933 -18.856 14.577 0.0590
H 5.825 -20.220 15.187 0.0695